P | H2NO2S | ωB97M-V/def2-TZVPD

For the gap between HOMO and LUMO (spin up / spin down), the calculation gives 8.5 / 6.3 eV. Its charge is -1.

Cartesian coordinates (Å):
N (-0.9958, 0.3980, -0.9116)
O (-0.0914, -1.3957, 0.6087)
O (-0.1909, 0.9224, 1.4767)
S (-0.1579, 0.0485, 0.3422)
H (-0.9999, -0.6010, -1.2553)
H (2.4359, 0.6278, -0.2607)

***

Q | H2NO2S | ωB97M-V/def2-TZVPD

For the gap between HOMO and LUMO (spin up / spin down), the calculation gives 6.5 / 6.2 eV. Its charge is -1.

Cartesian coordinates (Å):
N (-0.6521, 1.1204, 0.7948)
O (-0.9794, 0.4752, -0.3227)
O (0.5056, -1.8742, -0.4659)
S (0.5154, -0.5496, -1.2585)
H (-0.7424, 0.6017, 1.7556)
H (1.3529, 0.2266, -0.5033)

***

Result of the stability comparison: P is the most stable of them.

***

P | HNP4 | ωB97M-V/def2-TZVPD

For the gap between HOMO and LUMO (spin up / spin down), the calculation gives 6.6 / 6.6 eV. Its charge is 0.

Cartesian coordinates (Å):
N (1.9558, 0.8586, -0.0366)
P (1.9344, -0.6757, 0.1686)
P (0.0082, -1.6152, 0.0009)
P (-1.1281, 0.0486, 0.0964)
P (-0.3825, 1.9080, 0.0971)
H (-2.3878, -0.5243, -0.3264)

***

Q | HNP4 | ωB97M-V/def2-TZVPD

For the gap between HOMO and LUMO (spin up / spin down), the calculation gives 7.0 / 5.9 eV. Its charge is 0.

Cartesian coordinates (Å):
N (-0.6469, -1.2199, -1.8395)
P (-0.8018, 0.2563, -1.9095)
P (-0.0472, 1.5502, -0.3755)
P (0.4919, 0.0887, 1.0026)
P (0.1469, -1.8388, 1.1349)
H (0.8571, 1.1635, 1.9871)

***

Result of the stability comparison: P is the most stable of them.

***

P | C9H11NO2 | ωB97M-V/def2-TZVPD

For the gap between HOMO and LUMO, the calculation gives 9.8 eV. Its charge is 0.

Cartesian coordinates (Å):
N (-2.1624, 1.6829, -0.5525)
C (-1.4294, 0.4647, -0.4628)
C (-0.5113, 0.4130, 0.7316)
C (0.9196, 0.1648, 0.3910)
C (1.4723, -1.1463, 0.3001)
C (2.7840, -1.3303, -0.0484)
C (3.6315, -0.3466, -0.3880)
C (3.1783, 1.0088, -0.0955)
C (1.8233, 1.2164, 0.2795)
C (-2.4032, -0.5864, -0.1644)
O (-2.4593, -1.5716, -0.8353)
O (-3.1970, -0.3640, 0.8738)
H (-1.5839, 2.2231, -1.2405)
H (-3.0636, 1.5834, -1.0776)
H (-1.1314, 0.1701, -1.3970)
H (-0.9169, -0.4101, 1.4193)
H (-0.6661, 1.2933, 1.3485)
H (0.8630, -2.0122, 0.7600)
H (2.9169, -2.3526, -0.1992)
H (4.8009, -0.6099, -0.5968)
H (3.8053, 1.8380, -0.4311)
H (1.5492, 2.3202, 0.3449)
H (-2.9761, 0.5119, 1.3701)

***

Q | C9H11NO2 | ωB97M-V/def2-TZVPD

For the gap between HOMO and LUMO, the calculation gives 9.6 eV. Its charge is 0.

Cartesian coordinates (Å):
N (-0.2154, -2.2230, -1.1892)
C (-1.1390, -1.6926, -0.1823)
C (-0.2665, -1.1816, 0.9972)
C (0.5126, 0.1043, 0.6143)
C (0.8097, 0.3852, -0.6811)
C (1.5013, 1.6234, -0.9775)
C (1.9950, 2.3919, -0.0107)
C (1.7159, 2.0492, 1.3747)
C (0.9429, 0.9439, 1.6323)
C (-1.9462, -0.5999, -0.8474)
O (-2.1684, -0.5856, -2.0307)
O (-2.4969, 0.3756, 0.0048)
H (0.2284, -3.0874, -0.8959)
H (-0.7839, -2.4783, -2.0506)
H (-1.8036, -2.4563, 0.0609)
H (-1.0385, -0.8707, 1.7380)
H (0.3503, -1.9589, 1.5941)
H (0.5755, -0.1843, -1.5753)
H (1.6507, 1.8949, -1.9865)
H (2.5182, 3.2444, -0.2413)
H (1.8272, 2.7528, 2.2336)
H (0.6081, 0.9110, 2.6404)
H (-3.3775, 0.6422, -0.2219)

***

Result of the stability comparison: Q is the most stable of them.

***

P | C5H4O3 | ωB97M-V/def2-TZVPD

For the gap between HOMO and LUMO, the calculation gives 9.5 eV. Its charge is 0.

Cartesian coordinates (Å):
C (-0.6183, -2.4469, -0.5313)
C (-0.2927, -1.1069, -0.1080)
C (-0.0911, 0.0361, 0.2395)
C (-0.5232, 1.5068, 0.7642)
O (-1.1623, 1.8145, 1.7037)
C (0.5760, 1.9895, -0.1670)
O (0.3272, 2.3532, -1.2956)
O (1.6355, 2.4637, 0.5342)
H (0.2873, -3.0720, -0.5409)
H (-1.0355, -2.4331, -1.5515)
H (-1.3587, -2.8966, 0.1454)
H (2.2558, 1.7918, 0.8072)

***

Q | C5H4O3 | ωB97M-V/def2-TZVPD

For the gap between HOMO and LUMO, the calculation gives 7.9 eV. Its charge is 0.

Cartesian coordinates (Å):
O (2.6104, -0.0860, -0.1090)
C (1.4326, 0.0419, 0.0372)
C (0.6230, 1.2072, 0.2146)
C (-0.6477, 1.1770, 0.0059)
C (-1.2468, 0.0612, -0.0254)
O (-2.5836, -0.2025, -0.0697)
C (-0.4945, -1.1172, 0.1666)
O (0.7315, -1.0751, -0.1271)
H (1.1762, 2.3155, 0.1279)
H (-1.1323, 2.1484, -0.3966)
H (-3.2685, 0.4284, -0.1884)
H (-0.8417, -2.2030, 0.5104)

***

Result of the stability comparison: Q is the most stable of them.